1.
The following is a DFT calculation (ωB97M-V/def2-TZVPD) of 3 unconnected molecules or ions with the total composition C2H11N2O2.

Last column: Löwdin charge in e.
Geometry (Å):
C: 0.11 -1.37 -1.93  -0.064
N: -0.39 0.11 1.30  0.180
C: -0.54 -0.04 -0.02  -0.134
N: 0.42 -0.53 -0.81  0.003
H: -0.90 -1.68 -1.97  0.070
H: 0.72 -2.31 -1.99  0.118
H: 0.21 -0.73 -2.90  0.131
H: 0.41 -0.21 1.80  0.096
H: -1.29 0.33 1.87  0.187
H: -1.61 0.11 -0.19  0.128
H: 1.36 -0.59 -0.34  0.184
H: -3.35 2.48 -0.32  0.090
H: -2.26 2.10 -1.39  0.022
O: -2.65 1.84 -0.59  -0.047
H: 3.70 0.85 2.22  0.102
H: 3.18 -0.55 2.95  0.097
O: 2.89 0.20 2.30  -0.162

Output
Total charge: +1
LUMO level: -3.35 eV
Kohn-Sham gap: 11.25 eV

=====

2.
The following is a DFT calculation (ωB97M-V/def2-TZVPD) of 2 unconnected molecules or ions with the total composition C2H6N2O4.

Last column: Löwdin spin population.
Geometry (Å):
C: 2.24 0.70 1.99  0.000
N: 1.01 0.74 1.14  0.000
O: 0.81 1.73 0.36  0.002
O: 0.33 -0.30 1.04  0.005
H: 3.12 0.34 1.45  0.000
H: 2.11 0.03 2.84  0.000
H: 2.38 1.73 2.31  0.000
C: -1.20 -0.29 -1.61  0.043
N: -2.39 -1.16 -1.57  0.050
O: -2.56 -2.01 -2.51  0.887
O: -3.12 -1.05 -0.56  -0.003
H: -0.41 -0.91 -1.17  0.001
H: -1.39 0.63 -1.06  0.011
H: -0.92 -0.17 -2.65  0.003

Output
<S²>: 0.7608
Multiplicity: 2
Total charge: +1
LUMO level (alpha / beta): -7.58 / -10.69 eV
Kohn-Sham gap (alpha / beta): 7.17 / 4.04 eV

=====

3.
The following is a DFT calculation (ωB97M-V/def2-TZVPD) of 2 unconnected molecules or ions with the total composition H3NO4S.

Last column: Löwdin spin population.
Geometry (Å):
N: -0.94 -0.58 -0.06  0.698
O: -2.83 1.22 0.04  0.452
O: -1.96 -1.40 0.22  0.298
O: 1.17 1.04 -0.01  0.016
O: 1.68 -0.25 0.18  0.002
S: -1.37 0.96 -0.10  0.536
H: 0.86 -0.75 0.19  0.000
H: -2.62 -0.70 0.33  -0.001
H: 1.88 1.60 0.27  0.000

Output
<S²>: 2.0078
Multiplicity: 3
Total charge: 0
LUMO level (alpha / beta): 0.53 / -3.11 eV
Kohn-Sham gap (alpha / beta): 8.60 / 6.88 eV

=====

4.
The following is a DFT calculation (ωB97M-V/def2-TZVPD) of a single C5H10O molecule.

Last column: Löwdin charge in e.
Geometry (Å):
C: -1.57 -0.44 0.51  -0.075
C: -0.83 0.45 -0.47  -0.304
C: 0.05 1.57 0.00  -0.087
C: 0.66 0.38 -0.68  -0.243
C: 1.53 -0.57 0.11  -0.247
O: 1.33 -1.93 -0.22  -0.058
H: -1.84 -1.40 0.05  0.076
H: -0.97 -0.64 1.40  0.079
H: -2.50 0.04 0.84  0.078
H: -1.40 0.66 -1.38  0.132
H: 0.02 2.53 -0.52  0.099
H: 0.20 1.65 1.07  0.107
H: 0.98 0.52 -1.71  0.137
H: 2.58 -0.36 -0.11  0.122
H: 1.39 -0.40 1.19  0.116
H: 0.40 -2.13 -0.03  0.068

Output
SMILES string: C[C@H]1C[C@H]1CO
Total charge: 0
LUMO level: 1.04 eV
Kohn-Sham gap: 11.22 eV

=====

5.
The following is a DFT calculation (ωB97M-V/def2-TZVPD) of a molecular structure, C20H21F4N5O16S4Y.

Last column: Löwdin spin population.
Geometry (Å):
Y: 1.25 -0.34 0.58  0.006
N: 0.29 0.14 2.50  0.002
S: -1.08 0.73 2.94  0.001
O: -1.42 2.15 2.71  0.001
O: -2.04 -0.03 3.69  0.000
F: -1.62 0.15 1.55  0.000
S: 0.77 -0.01 4.18  0.000
O: 0.70 -1.39 4.67  0.000
O: 0.43 1.05 5.11  0.000
F: 2.37 0.12 3.86  0.000
N: 1.90 -0.86 -1.42  0.000
S: 2.26 0.14 -2.83  0.000
O: 1.04 0.65 -3.54  0.000
O: 3.40 -0.27 -3.66  0.000
F: 2.79 1.35 -2.00  0.002
S: 2.23 -2.10 -2.33  0.000
O: 3.54 -2.48 -1.96  0.000
O: 1.62 -2.43 -3.67  0.000
F: 1.34 -2.98 -1.33  0.000
C: 1.92 -3.53 1.60  0.000
O: 2.68 -2.44 1.29  0.000
H: 2.10 -3.94 2.60  0.000
H: 0.89 -3.26 1.36  0.000
H: 2.16 -4.39 0.98  0.000
C: 4.55 1.22 0.67  0.000
O: 3.78 0.14 1.00  0.003
H: 4.23 2.16 0.22  0.000
H: 4.96 1.45 1.65  0.000
H: 5.42 0.93 0.08  0.000
C: -2.16 -5.85 2.48  0.000
C: -2.02 -4.56 3.01  0.000
C: -1.93 -3.52 2.14  0.000
C: -1.88 -3.72 0.80  0.000
C: -2.40 -4.91 0.22  0.000
C: -2.47 -6.03 1.12  0.000
N: -1.46 -2.62 -0.11  0.000
O: -0.69 -1.79 0.32  0.000
O: -1.64 -2.80 -1.35  0.000
H: -2.00 -6.67 3.17  0.000
H: -1.94 -4.42 4.08  0.000
H: -1.86 -2.52 2.56  0.000
H: -2.46 -5.15 -0.83  0.000
H: -2.62 -7.00 0.67  0.000
C: 1.39 6.79 1.69  0.128
C: 1.31 5.57 2.45  0.008
C: 1.23 4.44 1.73  0.060
C: 1.02 4.43 0.29  0.019
C: 0.78 5.66 -0.43  0.081
C: 0.98 6.76 0.34  0.003
N: 1.00 3.08 -0.39  0.271
O: 0.69 2.89 -1.55  0.255
O: 1.20 2.06 0.29  0.131
H: 1.44 7.73 2.22  0.010
H: 1.45 5.44 3.51  -0.002
H: 1.32 3.49 2.22  0.005
H: 0.51 5.60 -1.47  0.008
H: 0.71 7.63 -0.24  -0.002
C: -3.77 0.12 -5.27  0.000
C: -4.24 1.13 -4.40  0.000
C: -3.56 1.51 -3.21  0.000
C: -2.49 0.73 -2.74  0.000
C: -1.89 -0.21 -3.56  0.000
C: -2.58 -0.48 -4.80  0.000
N: -1.77 1.15 -1.49  0.003
O: -0.72 0.56 -1.04  0.003
O: -2.38 1.91 -0.76  0.000
H: -4.24 -0.09 -6.22  0.000
H: -5.19 1.54 -4.72  0.000
H: -3.86 2.30 -2.54  0.000
H: -1.11 -0.86 -3.22  0.000
H: -2.18 -1.23 -5.48  0.000

Output
<S²>: 0.7750
Multiplicity: 2
Total charge: -2
LUMO level (alpha / beta): 2.69 / 2.69 eV
Kohn-Sham gap (alpha / beta): 3.24 / 4.15 eV

=====

6.
The following is a DFT calculation (ωB97M-V/def2-TZVPD) of a molecular structure, CH4N2O2.

Last column: Löwdin charge in e.
Geometry (Å):
N: 0.32 -0.25 0.93  0.134
C: -0.42 0.83 0.62  -0.640
N: 0.67 -1.07 -0.65  0.095
O: -1.01 0.61 -0.64  -0.006
O: -0.54 1.90 1.18  0.090
H: -0.36 0.85 -1.31  0.097
H: 0.87 -0.13 1.77  0.128
H: 0.07 -1.81 -0.26  0.050
H: 0.41 -0.94 -1.63  0.054

Output
Total charge: 0
LUMO level (alpha / beta): -1.02 / -1.02 eV
Kohn-Sham gap (alpha / beta): 8.96 / 8.96 eV

=====

Per-record molecular weight, g/mol: 95.12 122.08 113.09 86.13 880.57 76.05
Per-record F_max, eV/A: 3.8 5.9 7.0 0.4 10.8 5.8